This record from OMol25 describes a cluster of 8 separate species, C37H66Cl14N3S in total. The level of theory is wB97M-V/def2-TZVPD.

Each line ends with the Mulliken charge.
Atoms and positions in Å:
Cl: 0.3761 -4.3330 5.1596  -0.16
Cl: 6.9959 5.7023 0.2051  -0.21
Cl: 3.4992 -4.5661 3.8112  -0.10
Cl: 6.2162 -6.4769 2.2929  -0.17
Cl: -10.3074 -5.7164 -1.4942  -0.18
Cl: 3.3810 -6.0914 0.4281  -0.08
Cl: -3.4903 3.1701 -2.8238  -0.19
Cl: 8.6750 3.7221 3.7793  -0.22
Cl: 2.6880 4.5147 3.9671  -0.06
Cl: 3.8144 4.5846 0.7657  0.03
Cl: -8.9242 -2.8100 -2.6237  -0.21
Cl: -4.0600 0.0943 -1.4727  -0.12
Cl: 5.5409 2.6520 2.9470  -0.15
Cl: 3.3693 7.5867 2.6327  -0.19
S: -6.3408 -2.4414 -4.2618  -0.21
N: -2.1289 0.2418 -5.3020  1.03
N: -1.9975 0.8467 -6.4529  -1.17
N: -2.3716 2.0261 2.0811  0.45
C: -10.0057 -3.9038 -3.5241  -0.40
C: 1.3643 0.1559 -3.4528  -0.93
C: 4.3621 -7.5701 0.5987  -0.53
C: -2.6900 0.9761 2.9675  -0.19
C: 1.2295 1.1289 2.0062  0.70
C: -3.3250 3.0295 1.7750  -0.66
C: -4.5281 2.5748 2.5964  -0.56
C: -3.5260 -0.2673 -5.0335  -0.22
C: -1.2406 -0.0306 -4.2664  0.49
C: 1.3659 -2.5256 1.2852  -0.27
C: -11.0381 -4.5515 -2.6262  -0.45
C: 3.0898 -4.2877 5.5223  -0.61
C: 1.1192 -0.2866 2.7390  -0.97
C: 4.9622 -7.7033 1.9829  -0.43
C: -3.5542 -1.8144 -4.5751  -0.09
C: -4.7422 -2.6722 -5.2110  -0.96
C: 2.8816 -2.4210 -0.9278  -0.94
C: 0.2128 0.4137 -4.4843  0.35
C: 1.8290 -5.0176 5.9330  -0.44
C: 0.4069 1.1040 -5.8130  -0.61
C: 0.3700 -1.4229 1.9118  -0.08
C: 2.0547 6.0906 4.5111  -0.65
C: 1.6102 -2.7323 -1.8274  -1.12
C: 5.6643 5.6095 -0.9770  -0.40
C: -0.7386 1.3229 -6.7708  -0.31
C: -4.6642 1.6574 -0.8646  0.22
C: 4.3150 5.8835 -0.3472  -0.61
C: 0.4392 -1.6673 -1.7197  -0.08
C: 0.8612 -0.1605 -1.9789  -0.19
C: -4.1263 1.2934 3.3361  -0.64
C: 7.4316 4.6319 2.8790  -0.53
C: 1.8346 7.0507 3.3624  -0.39
C: 0.1519 2.2140 2.4580  -0.35
C: 2.5551 -1.8166 0.5070  0.02
C: 6.0328 4.3147 3.3588  0.13
C: -4.9692 2.6224 -1.9894  -0.69
C: -1.0485 2.1743 1.3991  -0.12
H: 1.1504 0.9695 0.8772  -0.48
H: -6.2462 -3.2263 -3.1123  0.18
H: 1.9703 1.1225 -3.3965  0.46
H: 1.2226 6.6045 2.5780  0.21
H: 3.6986 -8.4133 0.4010  0.30
H: 2.0613 -0.6774 -3.7827  0.39
H: -3.2230 3.9098 1.0901  0.49
H: -11.5843 -3.8096 -2.0434  0.31
H: -0.1583 -1.7559 -0.7531  0.21
H: -0.2679 -0.9173 1.1257  -0.10
H: 1.8787 -6.0770 5.6803  0.30
H: 4.2023 -7.6130 2.7601  0.27
H: 2.7508 6.4986 5.2444  0.39
H: 7.5521 4.4090 1.8181  0.27
H: -0.9513 1.2728 0.7042  -0.28
H: -5.5724 1.4476 -0.2986  0.39
H: 3.9344 -4.6471 6.1121  0.37
H: -0.5568 1.8701 -7.7419  0.37
H: 5.6964 4.6247 -1.4438  0.28
H: -1.0311 3.0817 0.7100  0.29
H: -4.0674 0.3899 -4.2577  -0.15
H: -0.0711 0.4835 -1.8109  0.20
H: 5.8713 6.3569 -1.7446  0.36
H: 3.5513 5.9464 -1.1239  0.35
H: -0.1508 1.9830 3.5184  0.43
H: 2.9998 -3.2124 5.6785  0.33
H: -3.9210 2.0618 -0.1764  -0.40
H: -2.5752 -2.3346 -4.8610  0.30
H: -5.4561 3.5130 -1.5901  0.41
H: 3.4798 -3.3707 -0.8010  0.38
H: -10.5026 -3.3008 -4.2852  0.32
H: 1.1768 -3.7411 -1.5344  0.40
H: -4.8676 -2.5260 -6.3209  0.42
H: 5.9416 4.4374 4.4384  0.36
H: 1.6392 0.2436 -1.2651  0.32
H: 2.1869 -0.6283 2.9512  0.34
H: 1.9420 -2.8313 -2.9064  0.42
H: 1.4232 1.5019 -6.1067  0.38
H: -5.6316 2.1767 -2.7322  0.39
H: 1.1071 5.8917 5.0137  0.34
H: 0.6522 -0.0837 3.7626  0.44
H: -9.3888 -4.6484 -4.0282  0.30
H: -3.5785 -1.8171 -3.4187  0.15
H: -2.0607 0.1056 3.3051  0.32
H: -5.5135 3.1143 2.6108  0.38
H: 2.4493 -0.6901 0.4191  -0.15
H: 2.2963 1.5079 2.1693  0.12
H: 5.1327 -7.5556 -0.1722  0.31
H: 0.6618 3.2292 2.3579  -0.12
H: 1.7073 -3.1486 2.1727  -0.18
H: 1.3269 7.9467 3.7226  0.38
H: -4.4609 -3.7653 -5.0469  0.34
H: 5.4412 -8.6780 2.0854  0.35
H: -4.7424 0.6747 4.0432  0.37
H: -1.5567 -0.5495 -3.3093  0.08
H: 7.6432 5.6914 3.0318  0.38
H: 3.4936 -1.9748 1.1410  0.43
H: 3.5676 -1.6925 -1.4801  0.24
H: 4.3141 6.8212 0.2080  0.18
H: -4.1578 -0.1962 -5.9760  0.43
H: 1.6852 -4.9300 7.0107  0.32
H: -0.3127 -1.9342 -2.5441  0.12
H: 5.3175 4.9830 2.8791  -0.23
H: -0.3598 -1.9189 2.6394  0.31
H: 0.7155 -3.2022 0.6572  0.40
H: -11.7569 -5.1061 -3.2311  0.32

Atoms 1-6, force components in eV/Å:
Cl -0.013 0.007 -0.071
Cl -0.400 0.441 -0.840
Cl -0.016 -0.006 -0.016
Cl -0.018 0.001 -0.030
Cl 0.022 0.038 0.013
Cl -0.020 0.091 -0.011

Summary:
calculated total energy	-8454.1264	Eh
net charge	+1

This record from OMol25 describes a structure of composition C37H66F2GaO10Si. The level of theory is wB97M-V/def2-TZVPD.

Each line ends with the Mulliken charge.
Atoms and positions in Å:
Ga: 2.3670 -3.3871 -3.0420  -0.94
Si: -2.3097 -1.4435 -0.2291  0.69
F: -0.0014 -1.8215 -3.2146  -0.35
F: 1.4748 -1.0474 -1.7386  -0.38
O: -3.1765 -8.8814 -1.4481  -0.52
O: 2.4570 -0.0973 -5.2095  -0.68
O: -4.1329 0.9145 1.6370  -0.40
O: -4.4273 2.4143 3.2047  -0.23
O: -2.2657 6.0791 1.5724  -0.38
O: -1.6375 14.8123 1.4677  -0.57
O: 3.9059 -0.5690 -3.5587  -0.38
O: -1.8566 12.7269 0.8095  -0.37
O: -1.4243 -7.8101 -2.3410  -0.28
O: -1.0632 7.7000 0.7119  -0.58
C: 5.3445 -3.4158 -2.6192  -0.31
C: -5.1219 -4.0550 1.3582  -0.84
C: -3.9822 -3.4211 0.9308  -0.29
C: -1.3397 13.6585 1.6246  0.71
C: 0.8718 -2.2321 -2.2151  1.01
C: 1.7786 -5.2545 -3.6273  -0.97
C: -4.6730 1.1989 2.6695  0.55
C: -5.5286 0.2147 3.4250  -0.78
C: -2.8081 4.7500 1.5278  -0.35
C: 0.8473 -5.9953 -2.6502  -0.18
C: 10.0817 -3.3725 1.0864  -1.33
C: -1.4126 -2.8427 -1.1256  -0.75
C: 8.9249 -3.0109 0.1313  -0.19
C: -1.4121 11.3610 0.7864  -0.43
C: 7.2258 -4.3558 -1.1623  -0.81
C: -0.5927 5.5411 -0.1505  -1.11
C: -1.3364 6.5266 0.7169  0.84
C: -6.3484 -2.1437 0.6935  -0.63
C: -0.4660 13.2238 2.7787  -0.88
C: 6.5831 -3.0607 -1.7356  -0.67
C: -6.3271 -3.4011 1.2225  -0.37
C: -3.9831 -2.1580 0.3641  0.64
C: -2.7246 -0.0660 -1.4808  -1.23
C: -0.0913 -8.2457 -1.9829  -0.63
C: -5.1469 2.9619 4.3113  -0.46
C: 8.7336 -4.1238 -0.9541  -0.80
C: 4.0305 -3.4632 -1.8241  -0.80
C: -4.5557 2.5179 5.6330  -1.08
C: -1.3099 -0.6361 1.1523  -1.20
C: -1.9570 3.7712 2.3016  -0.33
C: -2.3059 -8.0516 -1.3283  0.22
C: 0.8863 -7.5165 -2.9174  -0.84
C: 3.0698 -0.9406 -4.5671  0.29
C: -5.2031 -1.5155 0.2687  -0.16
C: 0.1349 -2.8289 -1.0095  -0.42
C: -2.1257 10.5199 1.8199  -0.53
C: 2.9533 -2.4045 -4.7901  -0.61
H: 0.1089 12.3219 2.5823  0.32
H: -3.4995 2.7842 5.6829  0.30
H: -3.7915 4.8211 1.9900  0.20
H: -6.0351 -0.4210 2.7035  -0.01
H: -0.5788 -1.3052 1.6174  0.43
H: 0.3126 5.2258 0.3662  0.27
H: 10.5487 -2.4940 1.5387  0.36
H: -3.0356 -3.9426 1.0474  0.29
H: -1.6531 10.9935 -0.2096  0.30
H: -6.2115 2.7354 4.2345  0.40
H: -1.9194 10.8682 2.8340  0.23
H: -1.0892 13.0753 3.6593  0.23
H: -1.7817 -2.8642 -2.1538  0.48
H: 9.6724 -4.0057 1.8782  0.31
H: -1.8353 4.1049 3.3343  0.25
H: -1.1770 4.6673 -0.4279  0.32
H: 7.9811 -2.9489 0.6786  0.25
H: -1.9229 -0.2092 1.9488  0.24
H: 1.8879 -7.9237 -2.7451  0.42
H: -1.8129 9.4781 1.7384  0.09
H: 3.8574 -2.8534 -5.2044  0.46
H: 5.3322 -2.6799 -3.4274  0.23
H: 9.0832 -2.0383 -0.3398  0.32
H: -2.9726 4.4323 0.4978  0.34
H: 3.9924 -2.6830 -1.0552  0.54
H: 7.0483 -5.1828 -1.8533  0.44
H: 5.4933 -4.4011 -3.0766  0.13
H: -5.2651 -0.5179 -0.1441  0.13
H: -5.0776 2.9925 6.4647  0.41
H: -2.4161 2.7905 2.3010  -0.18
H: -6.3007 0.6796 4.0354  0.39
H: -7.2286 -3.9050 1.5553  0.38
H: -0.3175 6.0422 -1.0757  0.34
H: -0.7537 0.1937 0.7022  0.34
H: 1.1379 -5.8757 -1.6003  0.20
H: 10.8540 -3.9362 0.5571  0.35
H: -4.6200 1.4366 5.7575  0.28
H: 6.7282 -4.5472 -0.2064  0.26
H: 2.1160 -2.5263 -5.4799  0.46
H: -2.2589 0.8751 -1.1779  0.18
H: -0.0342 -9.3338 -2.0819  0.35
H: 9.2109 -3.7409 -1.8592  0.31
H: 0.5651 -7.7629 -3.9343  0.33
H: -4.8877 -0.4043 4.0524  0.25
H: 0.4614 -3.8592 -0.8509  0.00
H: 4.0028 -4.4403 -1.3133  0.45
H: 2.7014 -5.8531 -3.6989  0.40
H: 7.3031 -2.5264 -2.3677  0.35
H: 6.2391 -2.3952 -0.9413  0.26
H: 9.2080 -5.0368 -0.5799  0.44
H: -5.0516 4.0437 4.2161  0.35
H: -2.3159 -0.3810 -2.4453  0.44
H: -7.2895 -1.6088 0.5921  0.38
H: 0.2505 14.0173 2.9794  0.30
H: -0.3272 11.3054 0.8831  0.36
H: -3.7987 0.1035 -1.5773  0.38
H: -0.9558 3.6831 1.8761  0.30
H: 1.3709 -5.2089 -4.6431  0.37
H: 0.4637 -2.2827 -0.1208  0.27
H: -5.0453 -5.0568 1.7648  0.41
H: -0.1828 -5.6910 -2.8525  0.24
H: 0.1154 -7.9150 -0.9547  0.39
H: -2.1803 -7.4348 -0.4204  0.35
H: -1.7549 -3.7771 -0.6639  0.16
H: -3.2057 10.5782 1.6762  0.31
H: 3.9134 0.3969 -3.5467  0.29

Atoms 1-6, force components in eV/Å:
Ga 0.736 0.049 -0.295
Si -0.657 0.703 -0.623
F -0.334 0.194 0.305
F -0.356 0.233 -0.157
O 0.622 1.062 0.430
O 0.464 -0.141 0.711

Summary:
calculated total energy	-4615.9169	Eh
net charge	-1

Highest occupied orbital energy readings, ordered: -9.84; -5.13 eV
Strongest force on any atom readings, ordered: 6.5; 1.7 eV/Å
LUMO level readings, ordered: -0.1503; 0.0610 hartree